ORCA calculation (ωB97M-V/def2-TZVPD) on C4H2O2 as an isolated structure at a distorted geometry.

## Properties
* HOMO-LUMO gap (spin up / spin down): 8.39 / 8.39 eV
* relative energy (zero: lowest compared OMol25 entry of this formula, charge and spin): 602.3 kJ/mol
* LUMO (spin up / spin down): -0.6 / -0.6 eV
* total energy: -303.78043 a.u.
* HOMO energy (spin up / spin down): -0.332 / -0.332 Ha

The geometry in ORCA input format:
```
! RIJCOSX wB97M-V def2-TZVPD def2/J DEFGRID3
* xyz 0 1
C 0.80677 -0.77967 -0.01511
C -0.73318 0.81117 0.11212
C -0.56938 -0.58243 -0.14294
C 0.78929 0.77084 -0.17804
O -0.11944 -1.27303 -1.08794
O 0.13076 1.11650 1.14060
H 1.30165 -1.69395 0.44797
H -1.60646 1.63057 -0.27666
*
```

ORCA calculation (ωB97M-V/def2-TZVPD) on one molecule with the formula C4H2O2 at a distorted geometry.

## Properties
* SMILES: O=C=C1C=C1O
* HOMO-LUMO gap: 7.57 eV
* relative energy (zero: lowest compared OMol25 entry of this formula, charge and spin): 341.2 kJ/mol
* LUMO: 0.4 eV
* total energy: -303.87986 a.u.
* HOMO energy: -0.264 Ha

The geometry in ORCA input format:
```
! RIJCOSX wB97M-V def2-TZVPD def2/J DEFGRID3
* xyz 0 1
O -0.13334 -1.47524 -2.67448
C 0.19753 -0.80842 -1.78973
C 0.37812 -0.45680 -0.41027
C -0.80671 0.36519 -0.04692
C 0.14554 0.42615 0.80930
O 0.62153 0.39992 2.08838
H -1.85820 0.73937 -0.28402
H 1.45553 0.80983 2.30774
*
```

ORCA calculation (ωB97M-V/def2-TZVPD) on one molecule with the formula C4H2O2 at a distorted geometry.

## Properties
* SMILES: O=c1c2c1C2O
* HOMO-LUMO gap: 10.00 eV
* relative energy (zero: lowest compared OMol25 entry of this formula, charge and spin): 260.6 kJ/mol
* LUMO: -0.6 eV
* total energy: -303.91054 a.u.
* HOMO energy: -0.388 Ha

The geometry in ORCA input format:
```
! RIJCOSX wB97M-V def2-TZVPD def2/J DEFGRID3
* xyz 0 1
O -1.82154 0.59325 -1.94327
C -0.95428 0.49659 -1.18705
C -0.07884 1.14492 -0.19040
C 0.19595 -0.21792 -0.81939
C 0.75173 -0.01500 0.46874
O 0.38793 -0.80191 1.60039
H 1.92223 0.10818 0.61516
H -0.40318 -1.30810 1.45582
*
```

ORCA calculation (ωB97M-V/def2-TZVPD) on C4H2O2Rb as an isolated structure at a distorted geometry.

## Properties
* <S²>: 0.76
* HOMO-LUMO gap (spin up / spin down): 6.00 / 7.65 eV
* relative energy (zero: lowest compared OMol25 entry of this formula, charge and spin): 0.0 kJ/mol
* LUMO (spin up / spin down): -0.7 / -0.7 eV
* total energy: -328.02374 a.u.
* HOMO energy (spin up / spin down): -0.247 / -0.307 Ha

The geometry in ORCA input format:
```
! RIJCOSX wB97M-V def2-TZVPD def2/J DEFGRID3
* xyz 0 2
O 1.25941 1.33909 -0.52657
H 2.18390 1.22669 -0.27222
C 1.23351 -1.73346 -0.01114
C 0.87238 -0.65706 0.54406
C 0.35866 0.62254 0.29044
C -1.05849 0.77620 0.15733
O -1.82295 -0.21037 0.06666
Rb -1.59608 -3.15029 -0.15519
H -1.43035 1.78665 -0.09336
*
```

ORCA calculation (ωB97M-V/def2-TZVPD) on C4H2O2Zn as an isolated structure at a distorted geometry.

## Properties
* HOMO-LUMO gap (spin up / spin down): 6.07 / 6.07 eV
* relative energy (zero: lowest compared OMol25 entry of this formula, charge and spin): 142.8 kJ/mol
* LUMO (spin up / spin down): -1.6 / -1.6 eV
* total energy: -2083.07618 a.u.
* HOMO energy (spin up / spin down): -0.283 / -0.283 Ha

The geometry in ORCA input format:
```
! RIJCOSX wB97M-V def2-TZVPD def2/J DEFGRID3
* xyz 0 1
H 0.19717 0.92165 -1.98831
C -0.02604 0.80551 -0.92309
C 0.88141 0.45006 0.00712
O -1.32171 1.11090 -0.71566
O -1.80098 0.86520 0.58903
Zn -1.21646 -0.81008 1.25127
C 0.68716 -1.26417 0.68857
C 1.42759 -0.09831 1.08402
H 1.17186 -1.98076 0.00705
*
```

ORCA calculation (ωB97M-V/def2-TZVPD) on C4H2OTl as an isolated structure at a distorted geometry.

## Properties
* <S²>: 0.78
* HOMO-LUMO gap (spin up / spin down): 6.08 / 7.71 eV
* LUMO (spin up / spin down): -0.5 / -0.6 eV
* total energy: -401.16528 a.u.
* HOMO energy (spin up / spin down): -0.243 / -0.306 Ha

The geometry in ORCA input format:
```
! RIJCOSX wB97M-V def2-TZVPD def2/J DEFGRID3
* xyz 0 2
C -2.51849 0.53081 0.02219
C -0.32210 -0.89706 0.16789
C -1.30766 -0.11104 0.14915
C 4.26611 0.95392 -0.28389
O 3.81237 -0.07539 -0.16275
Tl 2.10599 -1.99035 0.16640
H -2.74543 1.15057 -0.84907
H -3.29080 0.43854 0.79007
*
```

ORCA calculation (ωB97M-V/def2-TZVPD) on one molecule with the formula C4H2S4 at a distorted geometry.

## Properties
* HOMO-LUMO gap (spin up / spin down): 7.24 / 6.86 eV
* relative energy (zero: lowest compared OMol25 entry of this formula, charge and spin): 291.7 kJ/mol
* LUMO (spin up / spin down): -1.3 / -2.0 eV
* total energy: -1746.23701 a.u.
* HOMO energy (spin up / spin down): -0.315 / -0.324 Ha

The geometry in ORCA input format:
```
! RIJCOSX wB97M-V def2-TZVPD def2/J DEFGRID3
* xyz 0 1
C -1.28760 -1.20871 -0.24653
C -1.72337 -0.02717 0.23667
C 0.06915 -1.29323 -0.16629
C 0.75728 -0.34525 0.42349
S -0.43947 0.85812 1.05585
S 2.06176 2.16695 -1.71530
S 2.49009 -0.30681 0.58478
S 2.80668 1.73586 0.02704
H -2.00029 -1.99077 -0.79270
H -2.73424 0.41101 0.59299
*
```

ORCA calculation (ωB97M-V/def2-TZVPD) on a 11-piece molecular cluster, C4H30N2O11 overall at a distorted geometry.

## Properties
* <S²>: 0.76
* HOMO-LUMO gap (spin up / spin down): 9.94 / 5.18 eV
* relative energy (zero: lowest compared OMol25 entry of this formula, charge and spin): 0.0 kJ/mol
* LUMO (spin up / spin down): -3.1 / -7.9 eV
* total energy: -1107.19280 a.u.
* HOMO energy (spin up / spin down): -0.480 / -0.480 Ha

The geometry in ORCA input format:
```
! RIJCOSX wB97M-V def2-TZVPD def2/J DEFGRID3
* xyz 1 2
C 1.66647 -1.87841 -1.32681
N 2.07150 -0.56292 -1.14251
C 2.55010 -0.17300 0.14363
C 2.04538 1.29115 0.44041
N 0.93777 1.18813 1.31055
C 1.03235 1.55872 2.74473
O 1.81509 -2.70562 -0.46567
H 1.17921 -1.98692 -2.30450
H 2.22599 0.06545 -1.92980
H 2.33540 -0.98796 0.84134
H 3.63828 -0.12242 0.28071
H 1.72078 1.69145 -0.51521
H 2.83694 1.97257 0.74709
H 0.04033 1.52810 0.94764
H 1.12624 2.64765 2.72468
H 0.03931 1.42987 3.17304
H 1.79341 0.88108 3.11700
H 1.79310 0.93907 -3.94635
H 2.79519 1.40230 -2.82724
O 2.72058 0.98039 -3.68290
H 0.90649 -4.21039 1.62739
H 0.48029 -3.65955 2.92771
O 1.05853 -3.44169 2.18188
H -1.09884 -2.80651 -3.13339
H -1.36628 -1.37846 -3.87257
O -1.35691 -1.88768 -3.06271
H 0.36986 -0.38724 3.61871
H 0.82422 -1.77422 2.91659
O 0.13029 -1.27958 3.38443
H -2.37369 0.84473 -0.35864
H -1.91802 1.71521 0.88693
O -1.85577 1.61478 -0.07060
H -2.96398 -1.48994 -0.20932
H -2.48774 -1.08052 -1.56847
O -3.20184 -0.91593 -0.93001
H -1.03034 3.29537 -1.41036
H -2.24920 3.51465 -2.28160
O -1.32056 3.72547 -2.21329
H -1.36077 -1.24759 2.40645
H -2.67777 -1.86270 2.88214
O -2.31477 -1.29693 2.19349
H -0.95928 0.84281 -1.81187
H 0.40111 1.08629 -1.46964
O -0.15681 1.14481 -2.25083
H -3.88294 1.54451 2.69687
H -2.58039 2.15430 2.88926
O -3.33519 2.23168 2.28774
*
```

ORCA calculation (ωB97M-V/def2-TZVPD) on a 10-piece molecular cluster, C4H30N2O9 overall at a distorted geometry.

## Properties
* HOMO-LUMO gap: 9.76 eV
* relative energy (zero: lowest compared OMol25 entry of this formula, charge and spin): 14.0 kJ/mol
* LUMO: -6.8 eV
* total energy: -956.51655 a.u.
* HOMO energy: -0.610 Ha

The geometry in ORCA input format:
```
! RIJCOSX wB97M-V def2-TZVPD def2/J DEFGRID3
* xyz 2 1
C 0.67453 2.72610 1.31810
C -0.05423 1.76336 2.32115
C -1.23135 0.84548 1.92480
C -1.86101 -1.00551 3.28744
N -1.00230 -0.44285 2.53676
N 0.19712 2.52201 -0.10531
H 0.35710 3.76058 1.46677
H 1.74437 2.53306 1.30270
H 0.69376 1.12621 2.82167
H -0.26239 2.45601 3.15058
H -2.14422 1.42546 2.13387
H -1.42818 0.72582 0.84771
H -2.82346 -0.56945 3.47408
H -1.58842 -1.93320 3.77059
H 0.94025 -2.80716 1.61996
H 0.62682 3.26933 -0.64350
H -0.80245 2.49468 -0.29319
H 0.54473 1.64597 -0.50022
H 3.71249 -3.34792 -1.34342
H 3.56093 -2.90222 -2.80990
O 3.07130 -3.03359 -2.00238
H -1.68188 0.19066 -3.05212
H -0.45610 -0.52966 -2.83228
O -0.94640 0.23248 -2.44058
H -3.60860 -0.82378 -0.70279
H -2.22380 -0.55143 -1.34215
O -2.67835 -0.71284 -0.47772
H -0.99238 5.31734 -1.27188
H -2.24209 4.89101 -0.49650
O -1.35876 4.62447 -0.72035
H -0.12472 -0.93123 2.29652
H 1.46116 -2.73116 3.10076
O 1.16569 -2.21635 2.36305
H -1.72216 -2.39097 -0.09524
H -0.97737 -3.72668 -0.03260
O -0.85673 -2.80044 -0.28595
H 2.99605 2.01596 -2.03418
H 2.04017 0.77022 -1.90795
O 2.15281 1.69722 -1.69076
H 2.74581 -1.07205 0.02254
H 2.04473 -1.55253 -1.18748
O 2.05071 -0.78293 -0.59422
H 0.81633 -2.49150 -2.92746
H -0.26531 -2.82786 -2.12617
O -0.12730 -2.31013 -2.95374
*
```

ORCA calculation (ωB97M-V/def2-TZVPD) on a 17-piece molecular cluster, C4H32BO24 overall.

## Properties
* HOMO-LUMO gap: 9.56 eV
* relative energy (zero: lowest compared OMol25 entry of this formula, charge and spin): 110.6 kJ/mol
* LUMO: 1.7 eV
* total energy: -2002.60487 a.u.
* HOMO energy: -0.289 Ha

The geometry in ORCA input format:
```
! RIJCOSX wB97M-V def2-TZVPD def2/J DEFGRID3
* xyz -1 1
O -1.70114 -2.57243 10.25443
C -1.69580 -1.93404 9.23925
O -2.53961 -2.06316 8.23031
B -2.25955 -1.01824 7.21647
O -1.09093 -0.28914 7.73193
C -0.69602 -0.82912 8.86674
O 0.29084 -0.50649 9.47239
O -3.45089 -0.16044 7.06313
C -3.95977 -0.30985 5.85700
O -4.89945 0.28371 5.41198
C -2.99858 -1.25643 5.07444
O -2.00449 -1.58260 5.88851
O -3.11581 -1.60855 3.94085
O -5.04963 3.72214 5.29331
H -4.80429 3.65594 6.22371
H -5.75565 3.07876 5.17789
O -0.22961 -3.52947 4.41433
H -0.95920 -3.56289 3.76521
H -0.52982 -4.04161 5.17073
O 1.36767 1.02874 6.93209
H 2.17157 1.52572 6.75272
H 1.16637 1.19548 7.86069
O 1.47136 1.73997 10.99109
H 0.96400 0.96882 10.70437
H 0.91913 2.49518 10.77012
O -4.60372 0.96266 2.62240
H -5.41037 0.75514 3.10342
H -4.06228 1.43019 3.26567
O -4.04111 -3.22191 11.95937
H -3.63378 -2.86137 11.16041
H -3.86912 -2.56172 12.63582
O -1.61581 -3.66719 1.99125
H -2.50408 -4.04059 2.14119
H -1.42381 -3.80378 1.06076
O -6.11593 -1.07674 8.55438
H -6.85381 -0.51428 8.30232
H -5.33234 -0.56364 8.32796
O -4.04495 -4.37613 3.24858
H -3.40946 -4.43853 3.97092
H -4.64441 -3.67557 3.52137
O -2.55447 -0.42995 1.19006
H -2.58751 -1.29637 0.77493
H -2.79780 -0.60404 2.11042
O -2.66913 3.13566 7.52974
H -2.79937 2.38521 6.93913
H -2.48927 2.73728 8.38600
O 0.55918 -0.62705 4.71327
H 0.61086 -0.37266 5.64508
H 0.17799 -1.52000 4.71933
O -3.47223 -4.86850 7.82621
H -3.35037 -5.28052 8.68678
H -2.89494 -4.09664 7.84435
O 0.84577 -3.47540 11.90620
H 0.07920 -3.20955 11.38490
H 1.54276 -2.87713 11.62141
O 2.77122 -1.89257 7.49592
H 2.23140 -1.13732 7.75826
H 3.54602 -1.49457 7.09038
O -5.48215 -1.44219 1.30752
H -5.45166 -1.61747 2.25149
H -4.92196 -0.65674 1.20857
*
```

- Which value of total energy does entry 4 give?
  -328.02374 a.u.